[1]
The following is a quantum chemistry calculation of a single C4H4N2O molecule at a distorted geometry, from the Open Molecules 2025 dataset.

```
11
Properties=species:S:1:pos:R:3:forces:R:3
N -2.558219 0.535340 0.130921 0.4863 -0.4619 0.6307
C -1.683418 -0.070205 0.586999 -0.9786 0.0825 -0.6506
C -0.625280 -0.974227 0.899424 -0.0436 -0.0591 -0.2261
C 0.517634 -0.965638 0.198131 -0.0926 0.0572 0.2402
N 0.893772 0.019942 -0.706881 0.0933 0.0606 0.2919
C 0.530613 1.364079 -0.606582 0.3015 0.0805 -0.2594
O -0.105857 1.848425 0.281412 0.1625 0.1798 0.1004
H -0.858479 -1.789712 1.573228 0.1772 0.1116 -0.0408
H 1.211157 -1.793088 0.298987 0.0299 0.1578 0.0331
H 1.767387 -0.120062 -1.191684 -0.2020 -0.1594 -0.1936
H 0.910690 1.945145 -1.463954 0.0660 -0.0497 0.0742
```
Forces are in eV/Å.

Summary:
Energy relative to the best compared isomer or geometry (same formula, charge and spin) (kcal/mol): 24.2
HOMO (eV): -9.532
Spin multiplicity: 1
Largest force on an atom (eV Å⁻¹): 1.18
E_tot (eV): -9239.437
LUMO (eV): 0.447
Gap between HOMO and LUMO (eV): 9.98

***

[2]
The following is a quantum chemistry calculation of a single C4H4N2O molecule, from the Open Molecules 2025 dataset.

```
11
Properties=species:S:1:pos:R:3:forces:R:3
O 2.429599 -1.165319 0.114522 -0.2454 -0.0123 0.0140
C 1.306135 -0.730532 -0.004051 0.0854 0.0469 -0.0642
C 1.034158 0.708710 -0.175029 -0.0621 0.0088 -0.1479
C -0.227365 1.149585 -0.187598 0.2616 0.0091 0.1439
N -1.273068 0.267530 0.037454 0.2539 -0.0057 0.1439
C -0.987527 -1.080442 0.077375 0.1429 -0.0094 0.0402
N 0.178871 -1.598674 -0.018827 -0.0937 0.1802 0.0395
H 1.874870 1.383140 -0.273767 -0.0645 -0.1026 -0.2248
H -0.527035 2.170984 -0.402542 0.1522 -0.0414 0.3333
H -1.952567 0.618052 0.694317 -0.6237 -0.1465 -0.4146
H -1.868460 -1.723349 0.138157 0.1935 0.0729 0.1367
```
Forces are in eV/Å.

Summary:
Energy relative to the best compared isomer or geometry (same formula, charge and spin) (kcal/mol): 10.9
HOMO (eV): -9.526
Spin multiplicity: 1
Largest force on an atom (eV Å⁻¹): 0.76
E_tot (eV): -9240.017
LUMO (eV): 0.447
Gap between HOMO and LUMO (eV): 9.97

***

[3]
The following is a quantum chemistry calculation of a molecular structure, C4H4N2O, from the Open Molecules 2025 dataset.

```
11
Properties=species:S:1:pos:R:3:forces:R:3
O -1.732412 1.778124 1.040214 0.2205 -0.2072 -0.1137
C -0.829510 1.126453 0.555644 -0.1226 0.0655 0.0415
C -0.973287 -0.344098 0.337846 0.1226 -0.0627 -0.0601
C 0.133231 -0.857803 -0.218501 -0.0385 0.0876 0.0293
N 1.276433 -0.418265 -0.607650 -0.2132 -0.0501 0.0929
C 1.319915 0.931987 -0.361738 -0.0458 0.0827 0.0213
N 0.395897 1.679241 0.163138 0.0233 -0.1928 -0.0427
H -1.874784 -0.874231 0.609559 0.1171 0.0659 -0.0381
H -0.133227 -2.144034 -0.803121 -0.0739 0.1789 -0.1750
H 0.166354 -2.289017 -0.062506 0.1007 0.1167 0.2188
H 2.251390 1.411644 -0.652883 -0.0902 -0.0844 0.0259
```
Forces are in eV/Å.

Summary:
Energy relative to the best compared isomer or geometry (same formula, charge and spin) (kcal/mol): 100.1
HOMO (eV): -9.128
Spin multiplicity: 1
Largest force on an atom (eV Å⁻¹): 0.32
E_tot (eV): -9236.146
LUMO (eV): -0.609
Gap between HOMO and LUMO (eV): 8.52

***

[4]
The following is a quantum chemistry calculation of a single C4H4N2O molecule at a distorted geometry, from the Open Molecules 2025 dataset.

```
11
Properties=species:S:1:pos:R:3:forces:R:3
N -1.525634 0.909112 1.878696 0.1185 -0.7123 -0.8867
C -1.406590 0.167382 0.999540 -0.1263 0.6974 0.7946
C -1.241437 -0.775858 -0.127303 -0.2244 0.0122 -0.0134
O 0.041121 -1.353410 -0.145912 0.0459 -0.0464 0.0288
C 1.021974 -0.545677 -0.705001 0.2497 0.1634 -0.0267
C 1.509511 0.507540 -0.080321 0.1305 0.3253 0.1989
N 2.029660 1.435767 0.529837 -0.2845 -0.4869 -0.3535
H -1.455167 -0.237205 -1.059477 0.0158 -0.1084 0.1172
H -1.959929 -1.591324 -0.010215 0.0672 0.1183 0.0035
H 1.401849 -0.861428 -1.671043 -0.0285 0.1401 0.1218
H 1.584642 2.345105 0.391199 0.0360 -0.1027 0.0153
```
Forces are in eV/Å.

Summary:
Energy relative to the best compared isomer or geometry (same formula, charge and spin) (kcal/mol): 64.5
HOMO (eV): -9.281
Spin multiplicity: 1
Largest force on an atom (eV Å⁻¹): 1.14
E_tot (eV): -9237.690
LUMO (eV): 0.568
Gap between HOMO and LUMO (eV): 9.85

***

[5]
The following is a quantum chemistry calculation of a single C4H4N2O molecule at a distorted geometry, from the Open Molecules 2025 dataset.

```
11
Properties=species:S:1:pos:R:3:forces:R:3
C -0.466111 -0.230224 -2.150552 -0.6888 0.7015 0.2834
C 0.554769 -0.900017 -0.345694 -0.2813 -0.5133 0.3725
C -0.344443 0.147366 -0.119158 0.7552 -1.5964 -1.6342
C 0.746613 0.248158 1.782763 -0.3962 0.8622 0.9155
N -1.012841 0.521578 -1.247145 -0.2551 0.4291 -0.3089
N -0.389653 0.524808 1.186289 0.7534 0.1633 0.9349
O 0.475850 -1.070005 -1.698574 0.1680 0.0268 -0.3773
H -0.743327 -0.244635 -3.184873 0.0526 -0.1327 -0.2801
H 1.665139 0.248488 1.233335 -0.0302 0.1733 -0.1242
H 0.767930 0.086953 2.847989 -0.1672 -0.0466 0.1791
H -1.253927 0.667531 1.695620 0.0896 -0.0674 0.0394
```
Forces are in eV/Å.

Summary:
Energy relative to the best compared isomer or geometry (same formula, charge and spin) (kcal/mol): 99.2
HOMO (spin up / spin down) (eV): -8.226 / -8.227
Spin multiplicity: 1
Largest force on an atom (eV Å⁻¹): 2.41
E_tot (eV): -9236.186
LUMO (spin up / spin down) (eV): -0.388 / -0.388
Gap between HOMO and LUMO (spin up / spin down) (eV): 7.84 / 7.84

***

[6]
The following is a quantum chemistry calculation of 2 unconnected molecules or ions with the total composition C4H4N2O at a distorted geometry, from the Open Molecules 2025 dataset.

```
11
Properties=species:S:1:pos:R:3:forces:R:3
O 2.577771 -1.227171 -0.042825 -0.6323 0.2767 0.0111
C 1.546203 -0.625999 -0.026143 0.6527 -0.0787 -0.0159
C 1.338360 0.833124 -0.045012 -0.1993 0.0608 0.0069
C 0.107652 1.398954 -0.021090 0.3901 0.0228 -0.0137
N -1.092242 0.649180 0.023177 -0.1602 -0.5239 0.0104
C -0.646144 -0.515285 0.030180 1.0870 0.0917 -0.0259
N 0.229573 -1.359843 0.020460 -0.9566 0.4838 0.0197
H 2.234214 1.440948 -0.078795 -0.1455 -0.0887 0.0055
H -0.040000 2.474628 -0.034440 -0.0004 -0.2117 0.0028
H -3.070225 -1.874531 0.238391 -0.0522 0.3219 -0.1605
H -3.185163 -1.194007 -0.063904 0.0166 -0.3548 0.1596
```
Forces are in eV/Å.

Summary:
Energy relative to the best compared isomer or geometry (same formula, charge and spin) (kcal/mol): 71.9
HOMO (eV): -9.864
Spin multiplicity: 1
Largest force on an atom (eV Å⁻¹): 1.09
E_tot (eV): -9237.370
LUMO (eV): -0.631
Gap between HOMO and LUMO (eV): 9.23

***

[7]
The following is a quantum chemistry calculation of a single C4H4N2O molecule, from the Open Molecules 2025 dataset.

```
11
Properties=species:S:1:pos:R:3:forces:R:3
O 2.376310 -1.298763 0.167966 -0.2382 0.2076 -0.0935
C 1.285001 -0.790304 0.012972 0.0497 -0.4661 0.0713
C 1.085813 0.656408 -0.088232 0.0441 0.3314 0.0695
C -0.149380 1.179182 0.061012 0.5295 0.1956 -0.1228
N -1.218351 0.325475 0.144154 -0.2325 -0.5110 -0.1265
C -1.018177 -1.018383 -0.039822 -0.0437 -0.0261 -0.1054
N 0.122223 -1.596685 -0.088291 -0.0872 0.2751 -0.1028
H 1.994854 1.241359 -0.228245 -0.4615 0.0681 0.2027
H -0.381698 2.244964 0.114371 0.1666 -0.3730 -0.0936
H -2.166814 0.658172 0.146925 0.0767 0.1746 0.0448
H -1.929777 -1.601424 -0.202806 0.1966 0.1238 0.2561
```
Forces are in eV/Å.

Summary:
Energy relative to the best compared isomer or geometry (same formula, charge and spin) (kcal/mol): 5.3
HOMO (eV): -9.302
Spin multiplicity: 1
Largest force on an atom (eV Å⁻¹): 0.58
E_tot (eV): -9240.258
LUMO (eV): 0.357
Gap between HOMO and LUMO (eV): 9.66

***

[8]
The following is a quantum chemistry calculation of a single C4H4N2O molecule, from the Open Molecules 2025 dataset.

```
11
Properties=species:S:1:pos:R:3:forces:R:3
H -1.337388 2.155027 -1.471284 -0.3641 -0.0254 0.0800
N -0.385270 1.830808 -1.375794 -0.3533 -0.1798 0.2032
C -0.238365 0.831608 -0.613301 0.1246 0.2653 -0.2293
C 1.132712 0.351688 -0.465064 0.3073 -0.1510 0.0691
N 1.513676 -0.639941 0.247906 -0.2754 0.4032 -0.2655
C 0.472314 -1.288052 0.930722 -0.3755 -0.0686 0.1201
C -0.804342 -0.899522 0.842133 0.0703 0.0013 -0.0151
O -1.213723 0.163437 0.076858 0.1541 0.1270 -0.1264
H 1.777192 0.989490 -1.070686 0.4809 -0.4892 0.2979
H 0.729696 -2.136551 1.553353 0.0291 0.1317 -0.1097
H -1.646502 -1.357992 1.345158 0.2019 -0.0145 -0.0241
```
Forces are in eV/Å.

Summary:
Energy relative to the best compared isomer or geometry (same formula, charge and spin) (kcal/mol): 33.6
HOMO (eV): -9.056
Spin multiplicity: 1
Largest force on an atom (eV Å⁻¹): 0.75
E_tot (eV): -9239.029
LUMO (eV): 0.076
Gap between HOMO and LUMO (eV): 9.13

***

[9]
The following is a quantum chemistry calculation of a single C4H4N2O molecule at a distorted geometry, from the Open Molecules 2025 dataset.

```
11
Properties=species:S:1:pos:R:3:forces:R:3
C 0.124219 -1.043140 0.944441 -4.2755 1.1093 -1.1494
N -1.106561 -0.422732 1.168016 3.3315 -1.8382 0.4350
N -1.538029 0.710473 0.413259 2.1220 -1.2506 0.3933
C -0.602773 1.195796 -0.321061 -1.6466 3.6482 -3.4187
C 0.702676 0.685432 -0.463381 2.9533 -2.0851 1.8709
O 1.600506 -0.237300 -1.131608 0.5891 0.9024 -0.7610
C 0.556021 -0.811970 -0.432591 0.6337 0.0786 0.3044
H 0.303897 -2.014270 1.334936 -0.0762 -0.3898 1.6121
H -0.729381 2.141029 -0.899764 -1.0659 -0.4321 0.8373
H 1.413751 0.994465 0.365466 -1.3439 0.0522 -0.1558
H 0.038951 -1.393716 -1.181130 -1.2214 0.2051 0.0318
```
Forces are in eV/Å.

Summary:
Energy relative to the best compared isomer or geometry (same formula, charge and spin) (kcal/mol): 166.8
HOMO (eV): -9.725
Spin multiplicity: 1
Largest force on an atom (eV Å⁻¹): 5.26
E_tot (eV): -9233.253
LUMO (eV): -0.558
Gap between HOMO and LUMO (eV): 9.17

***

[10]
The following is a quantum chemistry calculation of a molecular structure, C4H4N2O at a distorted geometry, from the Open Molecules 2025 dataset.

```
11
Properties=species:S:1:pos:R:3:forces:R:3
C 1.670545 0.137451 0.108200 -0.9075 -3.4330 1.8610
C 0.192619 0.169384 0.084695 2.9386 -1.4534 -1.2204
C -1.766234 0.414104 0.502435 -5.2069 2.4158 1.6292
C -0.658426 -0.676442 -0.899593 6.1312 -1.5912 -3.1853
H 2.130995 0.249039 -0.844160 0.5647 -0.1085 -0.5119
H 1.889255 -0.917362 0.667086 -0.2551 1.8293 -1.9653
H 2.004934 0.734355 0.892522 0.8065 1.7827 0.7776
H -0.430426 -1.362450 -1.832619 0.2937 1.4947 2.0883
N -0.537227 0.719399 0.942128 2.6913 0.2616 0.4766
N -1.794496 -0.495550 -0.608718 -7.3394 0.5328 1.4097
O -2.701539 1.028072 0.988024 0.2829 -1.7308 -1.3594
```
Forces are in eV/Å.

Summary:
Energy relative to the best compared isomer or geometry (same formula, charge and spin) (kcal/mol): 51.2
HOMO (eV): -10.610
Spin multiplicity: 1
Largest force on an atom (eV Å⁻¹): 7.49
E_tot (eV): -9238.268
LUMO (eV): -1.052
Gap between HOMO and LUMO (eV): 9.56

***

[11]
The following is a quantum chemistry calculation of a molecular structure, C4H4N2O2 at a distorted geometry, from the Open Molecules 2025 dataset.

```
12
Properties=species:S:1:pos:R:3:forces:R:3
C 0.235250 0.001164 -2.118222 1.6993 -1.2513 2.2896
C 0.461291 0.806065 0.110598 -6.1028 3.8951 -1.6168
C -0.573028 0.414664 1.938343 -2.1461 3.5099 2.2094
C 0.632451 -0.493984 0.239322 -5.3312 -3.5881 -2.8577
H -0.246036 -0.214133 -3.112503 -0.1623 0.0199 1.5492
H 1.385251 -0.017619 -2.267129 -1.8484 0.9638 0.0602
H -1.001057 0.558862 2.975834 0.4566 -0.4195 -1.1909
H 0.147547 -1.614773 2.062969 -3.3895 2.9667 -2.1041
N -0.367958 1.494787 1.224464 3.3083 -2.6013 -1.8349
N -0.559266 -0.795138 1.374504 8.0068 -4.7194 0.5056
O -0.336552 1.078191 -1.374953 4.2338 -1.6724 1.9979
O 0.222107 -1.218086 -1.053228 1.2754 2.8965 0.9925
```
Forces are in eV/Å.

Summary:
Energy relative to the best compared isomer or geometry (same formula, charge and spin) (kcal/mol): 199.7
HOMO (eV): -9.654
Spin multiplicity: 1
Largest force on an atom (eV Å⁻¹): 9.31
E_tot (eV): -11279.878
LUMO (eV): -1.337
Gap between HOMO and LUMO (eV): 8.32

***

[12]
The following is a quantum chemistry calculation of a single C4H4N2O2 molecule at a distorted geometry, from the Open Molecules 2025 dataset.

```
12
Properties=species:S:1:pos:R:3:forces:R:3
H -3.459336 0.108284 -0.146398 -5.7737 -2.3564 -1.8684
N -2.620978 0.414028 0.020159 8.0763 1.9507 1.9629
C -1.668929 -0.425401 -0.084693 -2.6971 0.0008 0.8046
N -0.289462 -0.071997 0.606017 -2.7206 -0.0772 -3.2771
O 0.488228 -1.185230 0.118860 -5.7632 -1.9618 1.9512
C 1.669628 -0.886929 -0.003296 5.0726 7.5840 -1.1322
C 1.943821 0.485497 -0.136812 -1.5524 0.3887 1.2780
C 0.517278 1.209572 0.196965 3.7845 -3.8660 -2.0563
O 0.260942 2.346304 0.050605 -1.3168 0.2876 0.8052
H -2.110087 -1.535952 -0.519355 2.8982 2.5166 1.3806
H 2.360585 -1.598171 0.184186 2.1711 -2.6066 -0.2757
H 2.908307 1.139999 -0.286233 -2.1788 -1.8604 0.4271
```
Forces are in eV/Å.

Summary:
Energy relative to the best compared isomer or geometry (same formula, charge and spin) (kcal/mol): 147.9
HOMO (eV): -9.223
Spin multiplicity: 1
Largest force on an atom (eV Å⁻¹): 9.19
E_tot (eV): -11282.128
LUMO (eV): 0.635
Gap between HOMO and LUMO (eV): 9.86